1.
DFT (ωB97M-V with the def2-TZVPD basis set) results for a molecular structure, C19H20BrN3O9Rb.

```
53
Properties=species:S:1:pos:R:3:forces:R:3
Rb -0.78960 1.30055 -0.78693 0.548 -0.005 0.049
Br 0.63332 -2.79531 0.86569 0.163 0.082 -0.046
O -1.65276 0.01499 1.48450 0.115 -0.162 0.431
O -1.12953 3.84987 0.01248 0.045 0.518 -0.038
O 3.37049 1.05954 3.46517 0.035 -0.105 -0.066
O -3.24904 0.61098 -3.79580 -0.290 -0.114 -0.121
O -1.29712 -0.05037 -2.92639 0.105 -0.368 -0.393
O -0.29633 -2.54144 -2.50079 0.084 0.380 0.082
O -2.77104 3.11980 1.35047 -0.195 -0.089 0.254
O -3.77672 0.63446 1.26389 -0.177 0.050 -0.002
O 3.09255 1.50302 1.29935 -0.196 -0.058 0.061
N -2.61359 -1.56411 -0.89887 0.287 0.212 -0.012
N 0.57864 2.54991 1.86309 -0.282 0.233 0.038
N 1.55799 -0.73591 -0.71810 0.142 0.286 0.035
C 1.21817 2.64337 4.18057 -0.064 -0.020 -0.113
C -3.14484 -1.54795 0.45832 -0.153 -0.149 0.197
C 3.13809 -2.51004 -0.43659 -0.042 0.101 -0.030
C 1.42527 2.29241 2.85394 0.214 -0.269 -0.026
C 0.02769 3.28668 4.49779 -0.018 -0.014 -0.054
C -2.56062 -0.01075 -2.98954 0.119 0.004 0.399
C 2.67400 1.58288 2.42347 0.377 0.172 -0.051
C -0.88938 3.51684 3.49018 0.271 -0.107 0.149
C 3.73733 -0.57119 -1.72085 -0.077 -0.187 0.184
C -3.34789 -0.72450 -1.83785 -0.505 0.008 -0.026
C 4.71208 0.23164 -2.52517 0.166 -0.030 -0.115
C -1.58238 3.43308 1.08229 0.128 -0.350 -0.178
C -1.60128 -3.02265 -2.65545 -0.234 -0.236 -0.156
C 1.91265 -1.89423 -0.23191 -0.317 -0.487 0.301
C -0.56278 3.14731 2.18508 -0.349 0.210 0.157
C -2.79277 -0.24343 1.16927 0.143 0.201 -0.670
C -2.43123 -2.92130 -1.38132 -0.069 -0.103 0.026
C 4.05975 -1.82587 -1.20434 -0.073 0.215 -0.089
C 2.46907 -0.08146 -1.43461 0.159 -0.057 -0.168
H -2.63504 -2.33552 1.01874 -0.071 0.030 -0.032
H -1.92181 -3.49002 -0.60071 0.028 -0.008 -0.028
H 5.56354 -0.38322 -2.82009 -0.001 0.021 0.002
H -1.54421 -4.08685 -2.91908 0.047 0.077 0.056
H -4.23186 -1.72964 0.50639 0.058 0.047 -0.047
H -0.40762 -1.55860 -2.46946 -0.039 -0.300 -0.160
H 2.17962 0.89361 -1.81175 -0.046 0.016 -0.018
H 1.96065 2.41213 4.92994 -0.006 -0.003 -0.013
H 4.25577 0.62106 -3.43432 -0.048 0.039 -0.006
H -2.11385 -2.52756 -3.49420 0.053 0.019 0.142
H -0.17604 3.58282 5.51916 -0.022 0.002 0.001
H -1.85447 3.96607 3.67210 -0.018 0.013 0.024
H 3.34558 -3.48066 -0.01290 -0.008 -0.004 0.006
H 5.09513 1.07769 -1.95372 -0.024 0.041 0.033
H -3.41145 -3.41011 -1.56758 0.052 0.041 -0.008
H 5.03120 -2.26308 -1.40281 0.022 0.009 -0.014
H -3.39134 1.54738 1.44986 -0.025 -0.026 0.064
H -4.17687 -1.28758 -2.30508 0.095 0.079 0.019
H 4.14951 0.64498 3.05729 -0.154 0.080 0.117
H -3.83459 0.07027 -1.26280 0.047 0.064 -0.145
```
Positions in Å, forces in eV/Å.

Values from the calculation:
Orbital gap = 7.62 eV
Net charge = -1
Max |F| = 0.71 eV Å⁻¹
HOMO = -5.45 eV

---

2.
DFT (ωB97M-V with the def2-TZVPD basis set) results for a single C19H20BrNO molecule.

```
42
Properties=species:S:1:pos:R:3:forces:R:3
Br -2.52536 -3.95763 1.03661 0.178 0.070 -0.195
O 1.81171 -0.26946 -1.93405 0.188 -0.017 -0.124
N 0.00762 0.57984 -0.87408 -0.264 0.150 0.216
C 0.94310 2.49616 0.46592 -0.066 0.094 -0.225
C 0.72550 -0.43049 -1.41099 -0.151 -0.098 0.003
C 2.82710 5.55637 -0.76541 0.075 0.020 -0.067
C 0.42856 4.98882 0.47577 -0.004 -0.037 0.002
C 0.45732 1.94963 -0.90022 0.214 0.225 0.034
C 1.29841 3.94484 0.18516 -0.019 -0.018 0.055
C 2.49199 4.24943 -0.46342 -0.013 0.036 -0.001
C 0.20987 1.03022 2.27882 0.001 0.063 0.143
C 0.41614 -2.69495 -2.34631 0.047 0.147 0.032
C -1.01383 -4.34686 -1.35461 -0.080 0.008 0.150
C -0.79511 -2.16330 -0.34069 -0.003 0.001 -0.038
C -0.14090 2.32436 1.55076 0.041 -0.136 -0.028
C 0.76219 6.29863 0.17498 -0.041 0.121 -0.019
C 0.08055 -1.78141 -1.35050 0.043 -0.361 -0.102
C -0.13216 -3.96392 -2.35150 0.006 0.065 0.012
C 1.96659 6.59002 -0.43843 -0.009 0.090 -0.009
C 2.14639 1.67121 0.99267 0.093 -0.065 0.087
C -1.32712 -3.44024 -0.35675 -0.209 -0.116 0.170
C 1.73016 1.09321 2.34880 -0.015 -0.105 -0.050
H -0.25540 0.97153 3.26247 -0.056 -0.060 0.004
H -1.44590 -5.33559 -1.34607 -0.034 -0.058 0.016
H -0.90737 0.39865 -0.49690 0.053 -0.131 -0.121
H 2.38088 0.87019 0.29301 0.078 -0.021 -0.040
H -1.04970 -1.49958 0.47227 -0.010 0.057 0.053
H -0.06793 3.14383 2.26694 -0.083 0.052 -0.002
H 2.18251 0.12049 2.53652 0.060 0.002 0.081
H 3.76245 5.76750 -1.26278 0.080 0.016 -0.038
H -0.09673 0.15713 1.70334 -0.032 -0.047 0.017
H -1.14900 2.32027 1.13509 -0.123 0.113 0.008
H 2.22782 7.61185 -0.67006 0.023 0.082 -0.015
H -0.52713 4.79252 0.93696 -0.081 -0.059 0.088
H 0.07250 7.09370 0.41894 -0.050 0.066 0.021
H 0.12727 -4.66419 -3.13060 0.023 -0.052 -0.076
H 3.03535 2.28918 1.10214 0.035 -0.032 -0.097
H 2.02934 1.76955 3.15131 0.019 -0.004 0.058
H 1.11504 -2.38648 -3.10845 0.065 0.025 -0.047
H -0.35748 2.58338 -1.26668 0.080 -0.034 0.005
H 1.28458 1.99363 -1.61303 -0.147 0.059 0.037
H 3.16864 3.45658 -0.74478 0.088 -0.108 0.003
```
Positions in Å, forces in eV/Å.

Values from the calculation:
Orbital gap = 9.66 eV
Net charge = 0
Max |F| = 0.38 eV Å⁻¹
Structure (SMILES) = O=C(NCC1(c2ccccc2)CCCC1)c1cccc(Br)c1
HOMO = -9.10 eV

---

3.
DFT (ωB97M-V with the def2-TZVPD basis set) results for a molecular structure, C19H20CaF6NO6PS4Se2.

```
60
Properties=species:S:1:pos:R:3:forces:R:3
Se 1.07833 3.50327 1.86090 -0.070 -0.009 -0.025
Se 0.84604 -0.95710 2.97590 -0.078 -0.031 0.011
Ca 0.05488 1.00544 0.92584 0.833 -0.205 0.351
S 2.77869 -2.15354 -4.25386 0.019 0.001 -0.013
S -2.96604 0.39148 1.52277 -0.253 0.082 0.214
S 2.18143 0.68149 -2.36567 -0.030 0.141 0.001
S -2.44555 1.48082 -0.96066 -0.316 0.069 -0.454
P 2.10194 -0.30288 -4.09342 0.035 -0.049 -0.015
F -1.90695 -2.02997 1.59260 0.008 -0.014 0.032
F -4.04299 -1.97671 1.25862 0.016 -0.013 -0.015
F -3.24721 -1.54547 3.22491 -0.017 -0.004 0.031
F -3.78860 -0.11769 -2.55339 0.006 0.012 -0.033
F -4.00254 1.99699 -2.98631 -0.005 0.003 -0.021
F -5.04457 1.11985 -1.30656 0.007 0.019 0.062
O -4.31935 0.83902 1.63089 0.013 0.006 0.000
O -1.96279 0.95982 2.39361 -0.127 -0.018 -0.082
O -2.73013 2.73304 -0.32919 -0.093 0.077 -0.036
O 3.91271 1.89789 5.23531 -0.005 0.004 0.003
O 2.41078 0.64946 0.74191 -0.119 0.040 -0.152
O -1.34263 1.36724 -1.86616 0.109 0.073 0.211
N -2.35837 0.27096 0.05466 0.067 -0.073 0.021
C -1.63501 -1.25542 -5.53035 -0.005 0.001 -0.001
C -0.32395 -1.35050 -5.07753 -0.018 0.005 -0.002
C -2.25326 -0.01765 -5.61696 0.001 0.013 -0.011
C 4.07770 1.84857 3.82145 -0.008 -0.018 0.003
C 3.02714 0.24615 -6.67858 0.007 -0.013 -0.002
C 2.55556 -0.12616 3.53309 -0.055 -0.043 -0.047
C 4.00561 2.77147 -6.09534 0.006 0.012 -0.025
C 0.36839 -0.20920 -4.69798 0.011 -0.012 -0.012
C -3.02636 -1.40961 1.91917 -0.016 -0.018 -0.039
C -0.26121 1.03077 -4.77652 0.011 -0.011 0.015
C 2.92321 0.73955 -5.37931 -0.025 -0.037 0.017
C 3.35299 1.27835 1.60082 0.022 0.034 -0.016
C 3.60555 1.01124 -7.67802 0.007 0.007 -0.005
C 2.86210 1.30496 3.04573 -0.019 -0.001 0.041
C -1.56159 1.12792 -5.24118 -0.021 -0.007 0.009
C 4.09876 2.27893 -7.38772 -0.002 -0.006 -0.001
C -3.91200 1.08972 -2.00827 -0.011 -0.055 0.009
C 1.65283 2.24843 3.29682 0.003 0.079 -0.083
C 3.41519 2.00595 -5.09578 -0.013 -0.001 0.028
H 4.94099 1.20000 3.65189 0.002 0.009 0.005
H -2.17648 -2.15223 -5.80863 0.008 -0.004 0.002
H 4.31569 2.84977 3.43759 0.004 0.000 0.003
H 2.54567 -0.12865 4.62240 0.014 0.006 0.001
H 0.26553 1.91463 -4.43713 -0.006 0.006 -0.004
H 4.55566 2.87658 -8.16825 0.001 0.002 0.003
H -3.27892 0.05610 -5.95999 0.002 0.002 0.002
H 3.01542 2.20643 5.40506 0.008 -0.001 -0.003
H 1.85006 2.90824 4.14594 0.016 -0.021 0.004
H 3.67930 0.61790 -8.68544 -0.002 -0.001 0.001
H 4.39092 3.75714 -5.86178 -0.003 -0.001 0.009
H 4.28748 0.70584 1.56350 0.004 0.007 0.003
H 0.17645 -2.30836 -5.00369 0.008 0.000 -0.004
H -2.05002 2.09384 -5.28030 0.005 0.008 0.000
H 3.33008 2.37746 -4.08148 0.006 0.006 -0.005
H 3.53276 2.30240 1.26151 0.004 -0.003 -0.009
H 3.37040 -0.78244 3.21579 0.015 0.020 -0.006
H 2.75852 0.59563 -0.16393 0.025 -0.064 -0.006
H 0.79221 1.64261 3.58012 0.015 -0.011 0.036
H 2.66345 -0.75277 -6.88936 -0.001 0.002 0.001
```
Positions in Å, forces in eV/Å.

Values from the calculation:
Orbital gap = 6.16 eV
Net charge = -2
Max |F| = 0.93 eV Å⁻¹
HOMO = -1.87 eV